Density functional theory data (ωB97M-V with the def2-TZVPD basis set) for a cluster of 2 separate species, CH5O2PS in total at a distorted geometry.

CARTESIAN COORDINATES (ANGSTROEM)
1 O 2.23 -1.73 0.77
2 P -0.73 -2.57 0.18
3 H -1.56 -1.73 -0.50
4 O 0.48 -2.55 -1.04
5 H -1.01 1.27 0.51
6 H 0.45 1.35 -0.26
7 H 0.14 2.63 0.85
8 C -0.32 2.04 0.14
9 S 1.06 -1.35 0.00
10 H -0.74 2.65 -0.64

Summary:
LUMO level	-0.45	eV
total charge	0
E	-25335.1846	eV
energy relative to the best compared isomer or geometry (same formula, charge and spin)	71.64	kcal per mole

Mulliken atomic charge list, values in e, 2 entries: -0.480, 0.142